No. 1
Computed, not measured: a molecular structure, C10H5F6N2O4S7SbTc, with wB97M-V/def2-TZVPD.

```
36
Properties=species:S:1:pos:R:3
Tc -0.2590 0.2745 1.0898
S -4.7470 1.6878 2.0224
Sb -2.8179 2.1356 0.9908
S -1.1885 1.2993 2.7961
S -2.1728 0.2129 -0.3083
S -2.0485 4.0656 0.1710
F 2.1760 -3.1657 -1.8765
C 1.2379 -3.6741 -1.0776
F 0.8513 -4.8509 -1.5675
F 1.7492 -3.8541 0.1335
S -0.1996 -2.5249 -0.9964
O 0.4274 -1.3429 -0.4034
O -0.6833 -2.4276 -2.3319
N -1.2121 -3.2365 -0.0585
S -1.2617 -3.1312 1.5142
O -1.0187 -1.7939 2.0296
O -0.6320 -4.2146 2.1959
C -3.0722 -3.3895 1.7409
F -3.4181 -4.5939 1.2857
F -3.7808 -2.4671 1.1137
F -3.3373 -3.3340 3.0463
S 3.7902 -1.7166 2.4850
C 2.4557 -0.9374 2.0917
N 1.4777 -0.3379 1.8217
C 0.3827 1.5805 0.2367
C 0.9552 2.5455 -0.6353
C 1.5923 3.6795 -0.1299
C 2.1313 4.5947 -1.0145
C 2.0266 4.3811 -2.3840
C 1.3889 3.2524 -2.8826
C 0.8507 2.3231 -2.0109
H 1.6390 3.8349 0.9391
H 2.6239 5.4814 -0.6388
H 2.4450 5.1062 -3.0708
H 1.3097 3.0996 -3.9505
H 0.3390 1.4382 -2.3667
```

Multiplicity: 1
Strongest force on any atom, eV/A: 0.61
Gap between HOMO and LUMO (alpha / beta), eV: 5.701 / 5.702
Charge: -1
E_HOMO (alpha / beta), eV: -6.0 / -6.0
Relative energy (zero: lowest compared OMol25 entry of this formula, charge and spin), kcal per mole: 3.1

Now the Löwdin charges, all in e: number 1, Tc, carries 0.928; number 2, S, carries -0.154; number 3, Sb, carries -0.061; number 4, S, carries 0.096; number 5, S, carries 0.080; number 6, S, carries -0.127; number 7, F, carries 0.143; number 8, C, carries -0.680; number 9, F, carries 0.143; number 10, F, carries 0.140; number 11, S, carries 0.564; number 12, O, carries -0.445; number 13, O, carries -0.253; number 14, N, carries -0.282; number 15, S, carries 0.608; number 16, O, carries -0.427; number 17, O, carries -0.247; number 18, C, carries -0.689; number 19, F, carries 0.139; number 20, F, carries 0.138; number 21, F, carries 0.143; number 22, S, carries 0.592; number 23, C, carries -0.917; number 24, N, carries -0.115; number 25, C, carries -0.303; number 26, C, carries -0.306; number 27, C, carries -0.040; number 28, C, carries -0.071; number 29, C, carries -0.073; number 30, C, carries -0.065; number 31, C, carries -0.016; number 32, H, carries 0.124; number 33, H, carries 0.105; number 34, H, carries 0.102; number 35, H, carries 0.106; number 36, H, carries 0.120

=====

No. 2
Computed, not measured: 22 unconnected molecules or ions with the total composition C10H68N4O22P in a non-equilibrium geometry, with wB97M-V/def2-TZVPD.

```
105
Properties=species:S:1:pos:R:3
C -2.2273 -0.5485 -0.8220
C -1.5750 -0.1279 -2.1472
C -0.7862 -1.3464 -2.7050
C -0.5790 1.0342 -2.0272
C -0.9884 2.1826 -1.0775
P -0.0310 1.9278 0.4203
C 1.7080 2.1210 -0.0359
C 2.7486 1.3602 0.8082
C 2.4037 -0.0495 1.1966
N 1.5716 -0.7834 0.3132
O 2.8515 -0.5234 2.2200
C -0.4772 3.0384 1.7730
C -0.8101 2.1531 2.9912
N -0.9116 3.0421 4.1362
N 0.2747 1.1736 3.1423
N -2.0691 1.4927 2.7320
H -1.6903 -1.3343 -0.3038
H -3.2141 -0.9459 -1.0395
H -2.3913 0.2680 -0.1194
H -2.3261 0.0630 -2.9008
H -0.5973 -2.0859 -1.9332
H -1.3257 -1.8320 -3.5051
H 0.1866 -1.0508 -3.0849
H -0.4352 1.4539 -3.0171
H 0.3815 0.6061 -1.7572
H -0.6617 3.1181 -1.5025
H -2.0492 2.1917 -0.8707
H -0.3631 0.6477 0.8204
H 1.9045 3.1818 0.0836
H 1.8508 1.9062 -1.0842
H 3.0305 1.8911 1.7073
H 3.6435 1.2856 0.1914
H 2.1137 -1.3944 -0.2976
H 1.0602 -1.4338 0.9032
H 0.3556 3.6899 2.0169
H -1.3573 3.5973 1.4848
H 0.0008 3.4396 4.3376
H -1.1663 2.4962 4.9523
H 0.8795 1.4158 3.9126
H -0.0461 0.2209 3.2368
H -2.0494 0.5098 2.9509
H -2.8288 1.9417 3.2190
O -2.5036 -3.8235 -0.0927
H -2.1548 -4.7176 0.0144
H -3.4367 -3.9010 0.1374
O -0.7968 5.3533 -0.7726
H -0.7651 6.1035 -0.1694
H -1.4085 5.6403 -1.4613
O -3.2776 -4.0128 -2.4962
H -3.2870 -3.2093 -3.0335
H -2.8563 -3.7382 -1.6688
O -0.3219 4.1423 -4.0543
H 0.4323 3.5542 -4.1835
H -0.3201 4.3206 -3.1100
O -4.1747 -3.0657 -4.8990
H -4.3262 -4.0202 -4.9401
H -3.8207 -2.8543 -5.7686
O 2.4974 3.1583 4.2784
H 3.0979 2.4955 4.6371
H 2.9239 3.9982 4.4957
O -1.4398 4.5115 6.8824
H -2.3215 4.2083 7.1210
H -1.4822 4.6433 5.9274
O 3.7106 -2.2457 -2.3320
H 4.2851 -2.9853 -2.1086
H 4.1711 -1.4764 -1.9847
O -0.3287 7.4686 7.8631
H -0.5323 6.5463 7.6673
H -1.1836 7.8687 8.0439
O -0.1610 -3.9193 -4.2291
H 0.7417 -4.2355 -4.3316
H -0.4525 -4.2944 -3.3894
O 4.0780 3.9264 -1.4413
H 4.8527 3.3757 -1.5962
H 4.0993 4.1038 -0.4954
O 2.2013 1.9706 -4.1007
H 2.7365 2.7655 -3.9862
H 2.5733 1.3405 -3.4773
O -4.9104 -5.8037 -6.2254
H -5.1705 -6.5436 -5.6671
H -5.4905 -5.8622 -6.9902
O 3.5772 -3.2081 1.4448
H 4.5154 -3.3891 1.3339
H 3.5215 -2.3628 1.9092
O 2.3371 -0.5571 5.5914
H 1.4545 -0.8761 5.8035
H 2.2970 -0.3113 4.6612
O 2.0960 -5.7106 1.2854
H 2.4968 -4.8360 1.2025
H 2.4344 -6.0682 2.1107
O -1.0822 -5.9476 0.6276
H -0.1664 -6.2337 0.5122
H -1.0092 -5.1650 1.1851
O -3.5103 -0.0086 -4.7660
H -3.6595 -0.9555 -4.8576
H -3.1093 0.2695 -5.5953
O 4.5743 5.4546 3.8336
H 5.5344 5.4223 3.7791
H 4.3821 6.3576 4.1077
O 0.3723 -4.2938 -1.5031
H 1.1469 -4.8060 -1.7546
H -0.0535 -4.8252 -0.8115
O -2.4824 -6.9549 -2.0734
H -1.5382 -6.8685 -2.2273
H -2.7978 -6.0461 -2.0008
```

Multiplicity: 1
Strongest force on any atom, eV/A: 1.51
Gap between HOMO and LUMO, eV: 9.572
Charge: +1
E_HOMO, eV: -12.2

Atomic partial charges in e from the Löwdin method, atoms 1 to 99: number 1, C, carries -0.072; number 2, C, carries -0.364; number 3, C, carries -0.058; number 4, C, carries -0.219; number 5, C, carries -0.259; number 6, P, carries 1.083; number 7, C, carries -0.257; number 8, C, carries -0.127; number 9, C, carries -0.504; number 10, N, carries 0.145; number 11, O, carries 0.062; number 12, C, carries -0.210; number 13, C, carries -0.724; number 14, N, carries 0.087; number 15, N, carries 0.090; number 16, N, carries 0.105; number 17, H, carries 0.052; number 18, H, carries 0.086; number 19, H, carries 0.039; number 20, H, carries 0.094; number 21, H, carries 0.046; number 22, H, carries 0.057; number 23, H, carries 0.076; number 24, H, carries 0.108; number 25, H, carries 0.062; number 26, H, carries 0.044; number 27, H, carries 0.107; number 28, H, carries 0.038; number 29, H, carries 0.088; number 30, H, carries 0.073; number 31, H, carries 0.110; number 32, H, carries 0.124; number 33, H, carries 0.094; number 34, H, carries 0.105; number 35, H, carries 0.097; number 36, H, carries 0.095; number 37, H, carries 0.066; number 38, H, carries 0.087; number 39, H, carries 0.058; number 40, H, carries 0.081; number 41, H, carries 0.079; number 42, H, carries 0.092; number 43, O, carries -0.047; number 44, H, carries 0.000; number 45, H, carries 0.088; number 46, O, carries -0.052; number 47, H, carries 0.053; number 48, H, carries 0.057; number 49, O, carries -0.075; number 50, H, carries 0.012; number 51, H, carries -0.040; number 52, O, carries -0.039; number 53, H, carries 0.010; number 54, H, carries -0.007; number 55, O, carries -0.058; number 56, H, carries 0.029; number 57, H, carries 0.053; number 58, O, carries -0.057; number 59, H, carries 0.049; number 60, H, carries 0.023; number 61, O, carries -0.052; number 62, H, carries 0.047; number 63, H, carries 0.019; number 64, O, carries -0.048; number 65, H, carries 0.041; number 66, H, carries 0.024; number 67, O, carries -0.064; number 68, H, carries -0.005; number 69, H, carries 0.032; number 70, O, carries -0.060; number 71, H, carries 0.033; number 72, H, carries -0.004; number 73, O, carries -0.045; number 74, H, carries 0.044; number 75, H, carries 0.036; number 76, O, carries -0.038; number 77, H, carries 0.044; number 78, H, carries 0.028; number 79, O, carries -0.044; number 80, H, carries 0.049; number 81, H, carries 0.045; number 82, O, carries -0.048; number 83, H, carries 0.060; number 84, H, carries 0.012; number 85, O, carries -0.047; number 86, H, carries 0.038; number 87, H, carries -0.012; number 88, O, carries -0.056; number 89, H, carries -0.011; number 90, H, carries 0.047; number 91, O, carries -0.043; number 92, H, carries 0.045; number 93, H, carries 0.058; number 94, O, carries -0.042; number 95, H, carries 0.002; number 96, H, carries 0.050; number 97, O, carries -0.050; number 98, H, carries 0.046; number 99, H, carries 0.050

=====

No. 3
Computed, not measured: a molecular structure, C10H6CsF5S3, with wB97M-V/def2-TZVPD.

```
25
Properties=species:S:1:pos:R:3
Cs 0.6550 0.1392 0.9377
F -7.3725 0.5543 -1.8634
C -6.3356 0.6350 -1.0050
C -5.0522 0.3301 -1.4160
F -4.8480 -0.0500 -2.6869
C -3.9928 0.4174 -0.5337
F -2.7831 0.1085 -1.0090
C -4.1366 0.8121 0.8078
S -2.8373 0.9399 1.9065
C -5.4655 1.1106 1.1757
F -5.7354 1.5012 2.4259
C -6.5330 1.0266 0.3055
F -7.7760 1.3274 0.7229
C 5.8618 0.5535 -0.4831
C 4.4622 -0.0048 -0.2313
S 3.1867 1.1380 -0.6280
C 4.3081 -1.2607 0.2418
C 5.5124 -2.1371 0.5343
S 2.8048 -2.1015 0.6002
H 5.7753 1.5794 -0.8306
H 6.3995 -0.0208 -1.2490
H 6.4783 0.5508 0.4250
H 6.4721 -1.6707 0.2883
H 5.4282 -3.0704 -0.0308
H 5.5236 -2.4081 1.5949
```

Multiplicity: 1
Strongest force on any atom, eV/A: 0.69
Gap between HOMO and LUMO, eV: 3.907
Charge: -2
E_HOMO, eV: 0.3

Now the Löwdin charges, all in e: number 1, Cs, carries 0.613; number 2, F, carries 0.074; number 3, C, carries -0.169; number 4, C, carries -0.166; number 5, F, carries 0.091; number 6, C, carries -0.262; number 7, F, carries 0.061; number 8, C, carries -0.673; number 9, S, carries 0.432; number 10, C, carries -0.271; number 11, F, carries 0.049; number 12, C, carries -0.169; number 13, F, carries 0.081; number 14, C, carries -0.207; number 15, C, carries -0.895; number 16, S, carries 0.144; number 17, C, carries -0.909; number 18, C, carries -0.206; number 19, S, carries 0.134; number 20, H, carries 0.013; number 21, H, carries 0.056; number 22, H, carries 0.054; number 23, H, carries 0.035; number 24, H, carries 0.044; number 25, H, carries 0.046

=====

No. 4
Computed, not measured: a molecular structure, C10H6IO3ReS2Te in a non-equilibrium geometry, with wB97M-V/def2-TZVPD.

```
24
Properties=species:S:1:pos:R:3
Re 1.3894 -1.9388 -0.1345
I 2.7315 -0.0030 1.4328
C 1.2726 1.4213 0.6683
C 1.3112 2.6745 1.2144
C 0.3989 3.6452 0.7830
C -0.5218 3.3264 -0.1732
C -0.5814 2.0299 -0.7270
C -1.5665 1.7038 -1.6765
C -1.6346 0.4444 -2.2045
C -0.7139 -0.5316 -1.8196
C 0.2731 -0.2984 -0.8670
C 0.3417 1.0216 -0.3094
H 2.0369 2.9075 1.9762
H 0.4356 4.6333 1.2166
H -1.2342 4.0605 -0.5211
H -2.2747 2.4648 -1.9671
H -2.4056 0.1913 -2.9186
H -0.7799 -1.5101 -2.2857
Te 2.9450 -2.1405 -2.0660
O 0.6814 -5.9741 2.2873
S -0.4023 -5.0260 2.1713
O -0.8743 -4.4433 3.4101
O -1.4095 -5.3108 1.1714
S 0.5817 -3.3479 1.3387
```

Multiplicity: 2
Strongest force on any atom, eV/A: 2.16
Gap between HOMO and LUMO (alpha / beta), eV: 5.564 / 6.459
Charge: -1
E_HOMO (alpha / beta), eV: -4.1 / -4.8
Relative energy (zero: lowest compared OMol25 entry of this formula, charge and spin), kcal per mole: 13.1

Now the Löwdin charges, all in e: number 1, Re, carries 0.046; number 2, I, carries 0.956; number 3, C, carries -0.532; number 4, C, carries -0.171; number 5, C, carries -0.094; number 6, C, carries -0.044; number 7, C, carries -0.176; number 8, C, carries -0.051; number 9, C, carries -0.087; number 10, C, carries -0.132; number 11, C, carries -0.357; number 12, C, carries -0.240; number 13, H, carries 0.081; number 14, H, carries 0.099; number 15, H, carries 0.107; number 16, H, carries 0.104; number 17, H, carries 0.100; number 18, H, carries 0.087; number 19, Te, carries 0.091; number 20, O, carries -0.391; number 21, S, carries 0.113; number 22, O, carries -0.396; number 23, O, carries -0.397; number 24, S, carries 0.285

=====

No. 5
Computed, not measured: a gas-phase ion, C10H6NO (charge +1) in a non-equilibrium geometry, with wB97M-V/def2-TZVPD.

```
18
Properties=species:S:1:pos:R:3
C -1.7516 1.9300 0.4478
C 1.5915 -1.9167 0.4985
C -0.4504 1.7393 0.3808
C 0.2966 -1.6832 0.7637
C -2.0850 -0.7199 0.3239
C 1.7631 0.4937 0.4191
C 0.7246 1.1843 0.3234
C -0.8264 -1.2239 0.4782
C -2.5699 0.7550 0.7264
C 2.5125 -0.7188 0.2787
N -3.0210 -1.5462 -0.1330
O -4.1105 -1.2060 -0.4345
H -2.3098 2.8662 0.2021
H 1.9054 -3.0102 0.4524
H -2.6759 0.7138 1.8420
H -3.6532 0.8487 0.3110
H 3.1361 -0.8037 1.2163
H 2.9977 -0.7616 -0.6837
```

Multiplicity: 1
Strongest force on any atom, eV/A: 4.98
Gap between HOMO and LUMO (alpha / beta), eV: 4.739 / 4.739
Charge: +1
E_HOMO (alpha / beta), eV: -12.0 / -12.0
Relative energy (zero: lowest compared OMol25 entry of this formula, charge and spin), kcal per mole: 17.0

Now the Löwdin charges, all in e: number 1, C, carries 0.003; number 2, C, carries 0.010; number 3, C, carries 0.150; number 4, C, carries 0.016; number 5, C, carries -0.220; number 6, C, carries 0.148; number 7, C, carries 0.062; number 8, C, carries 0.087; number 9, C, carries -0.090; number 10, C, carries -0.123; number 11, N, carries -0.066; number 12, O, carries 0.061; number 13, H, carries 0.173; number 14, H, carries 0.167; number 15, H, carries 0.157; number 16, H, carries 0.155; number 17, H, carries 0.164; number 18, H, carries 0.146

=====

No. 6
Computed, not measured: C10H7BrOS in the gas phase in a non-equilibrium geometry, with wB97M-V/def2-TZVPD.

```
20
Properties=species:S:1:pos:R:3
C -1.5085 -1.0985 -1.8780
C -1.9670 -2.0968 -2.6858
C -0.5587 -3.0076 -0.7878
C -0.5712 -1.4854 -0.8506
C 1.8740 2.0212 1.0651
C 1.6357 0.9926 0.2647
C 0.7232 2.2455 1.8072
C 0.3439 0.5110 0.5044
C 0.3736 3.2205 2.6752
C -0.0583 -0.7008 0.0838
O -0.2026 1.2015 1.5449
S -1.5550 -3.6721 -2.1109
Br 1.2739 -3.7123 -0.8620
H -1.5490 -0.0241 -2.0242
H -2.4879 -1.8755 -3.5640
H -1.1261 -3.1479 0.1158
H 2.6922 2.6945 1.0639
H 2.1869 0.3964 -0.5413
H -0.5383 3.4863 3.1567
H 1.0191 4.0514 3.0228
```

Multiplicity: 1
Strongest force on any atom, eV/A: 4.63
Gap between HOMO and LUMO, eV: 7.609
SMILES: C=c1ccc(=C=C2C=CS[C@H]2Br)o1
E_HOMO, eV: -7.9
Relative energy (zero: lowest compared OMol25 entry of this formula, charge and spin), kcal per mole: 18.7

Now the Löwdin charges, all in e: number 1, C, carries -0.134; number 2, C, carries -0.386; number 3, C, carries -0.937; number 4, C, carries -0.368; number 5, C, carries -0.016; number 6, C, carries -0.008; number 7, C, carries -0.326; number 8, C, carries -0.294; number 9, C, carries 0.103; number 10, C, carries 0.121; number 11, O, carries 0.073; number 12, S, carries 0.873; number 13, Br, carries 0.644; number 14, H, carries 0.118; number 15, H, carries 0.056; number 16, H, carries 0.072; number 17, H, carries 0.122; number 18, H, carries 0.165; number 19, H, carries 0.050; number 20, H, carries 0.072

=====

Respective E_tot values: -4502.2064 -2637.2631 -2098.7156 -2050.7660 -513.9948 -3432.5428 a.u..